No. 1
C5H6O in the gas phase. Source: OMol25; level of theory: the ωB97M-V functional and the def2-TZVPD basis.

Each line ends with the Mulliken charge.
Atoms and positions in Å:
1 C 1.667 -1.528 -0.155  -0.63
2 C 0.821 -0.572 -0.353  0.00
3 C -0.220 0.195 -0.143  0.50
4 C -0.064 1.530 0.513  -1.12
5 C -1.548 -0.329 -0.501  -0.10
6 O -2.571 0.302 -0.359  -0.50
7 H 0.987 -2.016 0.574  0.26
8 H 2.563 -1.797 -0.723  0.28
9 H 0.844 1.566 1.124  0.35
10 H 0.022 2.283 -0.275  0.28
11 H -0.939 1.760 1.122  0.33
12 H -1.561 -1.395 -0.823  0.35

Output
**LUMO**: 0.3 eV
**Highest occupied orbital energy**: -9.42 eV
**ΔE to the lowest compared entry with this formula, charge and spin**: 2.374 eV
**SMILES**: C=C=C(C)C=O
**E_tot**: -269.2590 hartree
**Strongest force on any atom**: 0.0448 hartree/bohr

=====

No. 2
C5H9N3 in the gas phase. Source: OMol25; level of theory: the ωB97M-V functional and the def2-TZVPD basis.

Each line ends with the Mulliken charge.
Atoms and positions in Å:
1 H 1.841 -0.275 1.654  0.25
2 N 2.683 -0.430 0.877  -0.59
3 C 2.099 -0.569 -0.280  0.05
4 N 0.845 -0.493 -0.735  -0.47
5 C -0.124 0.264 -0.352  0.32
6 C 0.345 1.781 -0.046  -1.02
7 N -1.366 -0.065 -0.519  -0.07
8 C -1.897 -1.253 0.196  -0.34
9 C -2.443 0.310 0.492  -0.44
10 H 2.711 -0.635 -1.233  0.30
11 H 0.155 2.422 -0.903  0.33
12 H 0.105 2.443 0.841  0.32
13 H 1.460 1.900 -0.011  0.36
14 H -2.481 -1.811 -0.543  0.27
15 H -1.441 -1.817 1.072  0.24
16 H -3.408 0.723 0.263  0.28
17 H -1.953 0.767 1.448  0.21

Output
**LUMO**: 0.5 eV
**Highest occupied orbital energy**: -8.78 eV
**ΔE to the lowest compared entry with this formula, charge and spin**: 4.458 eV
**SMILES**: [H]/N=C\N=C(/C)N1CC1
**E_tot**: -360.0335 hartree
**Strongest force on any atom**: 0.1354 hartree/bohr

=====

No. 3
C5H9NO2 in the gas phase. Source: OMol25; level of theory: the ωB97M-V functional and the def2-TZVPD basis.

Each line ends with the Mulliken charge.
Atoms and positions in Å:
1 C 1.185 1.598 -1.109  -0.75
2 O 0.122 1.115 -0.251  -0.40
3 C -0.070 -0.277 0.113  1.09
4 C 1.278 -0.680 0.700  -1.42
5 C -1.383 -0.457 0.979  -0.56
6 C -2.083 -1.278 0.090  -0.13
7 N -1.629 -1.420 -1.167  -0.32
8 O -0.192 -1.105 -0.980  -0.30
9 H 2.191 1.316 -0.739  0.41
10 H 1.134 1.388 -2.303  0.23
11 H 1.161 2.913 -0.930  0.23
12 H 1.278 -1.613 0.989  0.52
13 H 2.054 -0.131 -0.125  0.15
14 H 1.217 -0.045 1.554  0.39
15 H -1.718 0.621 0.990  0.32
16 H -1.274 -0.850 2.036  0.30
17 H -3.271 -1.096 0.155  0.25

Output
**LUMO**: 0.6 eV
**Highest occupied orbital energy**: -9.74 eV
**ΔE to the lowest compared entry with this formula, charge and spin**: 6.227 eV
**SMILES**: CO[C@@]1(C)CC=NO1
**E_tot**: -400.9479 hartree
**Strongest force on any atom**: 0.1557 hartree/bohr

=====

No. 4
2 unconnected molecules or ions with the total composition C5H11NO. Source: OMol25; level of theory: the ωB97M-V functional and the def2-TZVPD basis.

Each line ends with the Mulliken charge.
Atoms and positions in Å:
1 C -0.460 3.330 0.990  -0.82
2 C -0.811 2.309 1.770  -0.10
3 C -0.293 0.936 1.541  -0.38
4 C 0.019 0.454 0.330  0.00
5 C 0.215 -1.061 0.241  -0.53
6 N -0.070 -1.626 -1.107  -0.62
7 H -0.425 4.393 1.184  0.29
8 H 0.265 3.110 0.205  0.18
9 H -1.479 2.530 2.597  0.31
10 H -0.571 0.179 2.267  0.29
11 H -0.018 1.081 -0.546  0.24
12 H -0.435 -1.612 0.926  0.34
13 H 1.214 -1.345 0.575  0.24
14 H -1.067 -1.759 -1.187  0.22
15 H 0.127 -0.865 -1.751  0.30
16 O 1.510 -3.230 -2.931  -0.69
17 H 0.976 -2.691 -2.314  0.43
18 H 1.302 -4.134 -2.788  0.31

Output
**LUMO**: 0.5 eV
**Highest occupied orbital energy**: -8.94 eV
**ΔE to the lowest compared entry with this formula, charge and spin**: 2.645 eV
**SMILES**: C=C/C=C/CN.O
**E_tot**: -327.0341 hartree
**Strongest force on any atom**: 0.0430 hartree/bohr

=====

No. 5
A molecular structure, C39H59BrIN9O8P2S2Sb. Source: OMol25; level of theory: the ωB97M-V functional and the def2-TZVPD basis.

Each line ends with the Mulliken charge.
Atoms and positions in Å:
1 C 0.799 1.886 2.686  -1.46
2 C 0.155 1.142 1.513  0.95
3 Br -1.654 0.585 2.094  -0.21
4 C 0.975 -0.080 1.106  -1.65
5 Sb 1.342 -0.619 -1.005  0.61
6 I 3.185 -2.512 0.220  -0.04
7 C -0.305 -2.096 -1.030  -0.59
8 C -0.357 -3.511 -1.623  1.42
9 C 0.665 -4.497 -1.096  -0.22
10 N 1.627 -4.888 -1.983  -0.35
11 O 0.556 -4.978 0.011  -0.64
12 C 2.191 -1.191 -2.993  -1.58
13 S 1.166 -1.732 -4.298  1.35
14 O 1.422 -3.153 -4.481  -0.73
15 O 1.210 -0.827 -5.427  -0.70
16 P 3.303 1.134 -1.101  0.65
17 O 3.550 1.670 -2.458  -0.64
18 O 2.968 2.210 0.075  -0.28
19 O 4.670 0.474 -0.532  -0.55
20 P -0.303 1.158 -2.036  0.49
21 O -0.641 0.587 -3.518  -0.33
22 O -1.745 1.027 -1.320  -0.38
23 S 0.277 3.002 -1.985  -0.42
24 H 0.035 2.370 3.301  0.41
25 H 1.354 1.196 3.335  0.29
26 H 1.482 2.655 2.301  0.32
27 H 0.005 1.850 0.697  -0.32
28 H 0.593 -0.975 1.613  0.83
29 H 2.003 0.051 1.474  0.36
30 H -1.115 -1.532 -1.513  -0.29
31 H -0.589 -2.159 0.031  0.57
32 H -1.308 -3.950 -1.279  -0.90
33 H -0.410 -3.540 -2.718  0.41
34 H 2.462 -5.206 -1.498  0.29
35 H 1.838 -4.244 -2.736  0.19
36 H 2.772 -0.349 -3.397  0.82
37 H 2.873 -2.023 -2.785  0.58
38 H -0.081 -1.642 -3.798  -0.07
39 H 3.781 2.647 0.373  0.28
40 H 4.673 0.324 0.423  0.29
41 H -1.208 1.222 -3.990  0.28
42 H -2.253 0.261 -1.626  0.20
43 N 1.491 4.316 5.390  0.28
44 C 2.551 4.973 4.831  -0.62
45 C 3.503 5.131 5.802  -0.49
46 C 2.995 4.544 6.994  -0.44
47 C 1.751 4.048 6.705  -0.58
48 H 0.652 4.056 4.901  0.20
49 H 2.537 5.270 3.796  0.41
50 H 4.458 5.613 5.673  0.44
51 H 3.488 4.489 7.950  0.39
52 H 1.035 3.524 7.314  0.43
53 N 6.421 -4.342 -0.289  0.06
54 C 7.487 -4.255 0.557  -0.40
55 C 8.514 -4.992 0.022  -0.53
56 C 8.040 -5.545 -1.199  -0.54
57 C 6.745 -5.123 -1.359  -0.38
58 H 5.527 -3.897 -0.144  0.05
59 H 7.429 -3.677 1.463  0.36
60 H 9.492 -5.118 0.455  0.38
61 H 8.586 -6.176 -1.881  0.38
62 H 6.033 -5.311 -2.145  0.35
63 N -0.109 5.908 -4.007  0.14
64 C -1.128 6.726 -4.401  -0.46
65 C -0.593 7.951 -4.705  -0.45
66 C 0.809 7.863 -4.483  -0.49
67 C 1.073 6.587 -4.053  -0.42
68 H -0.207 4.948 -3.721  0.16
69 H -2.144 6.372 -4.430  0.37
70 H -1.143 8.813 -5.046  0.38
71 H 1.539 8.643 -4.622  0.38
72 H 1.995 6.106 -3.777  0.39
73 N -1.701 7.645 4.396  0.01
74 C -0.881 6.590 4.099  -0.52
75 C -0.980 6.347 2.755  -0.10
76 C -1.894 7.295 2.219  -0.83
77 C -2.321 8.081 3.256  -0.43
78 H -1.825 8.039 5.309  0.18
79 H -0.303 6.110 4.869  0.35
80 H -0.459 5.578 2.209  0.58
81 H -2.199 7.386 1.191  0.41
82 H -3.007 8.910 3.277  0.37
83 N -6.399 -1.554 -2.000  0.05
84 C -5.339 -2.375 -2.257  -1.47
85 C -4.249 -1.862 -1.599  0.49
86 C -4.676 -0.677 -0.927  -0.78
87 C -6.007 -0.517 -1.203  -0.58
88 H -7.329 -1.689 -2.352  0.19
89 H -5.447 -3.250 -2.875  0.60
90 H -3.261 -2.286 -1.604  0.59
91 H -4.075 -0.023 -0.315  0.52
92 H -6.704 0.243 -0.895  0.43
93 N -1.814 -2.850 -6.622  0.07
94 C -0.997 -3.943 -6.568  -0.41
95 C -1.737 -5.041 -6.918  -0.64
96 C -3.060 -4.588 -7.189  -0.34
97 C -3.075 -3.231 -6.996  -0.61
98 H -1.521 -1.910 -6.426  0.22
99 H 0.038 -3.842 -6.290  0.49
100 H -1.374 -6.054 -6.967  0.41
101 H -3.902 -5.189 -7.489  0.40
102 H -3.868 -2.510 -7.098  0.40
103 N -3.688 -5.448 -0.659  0.03
104 C -2.838 -6.519 -0.626  -0.42
105 C -3.534 -7.612 -1.071  -0.58
106 C -4.850 -7.178 -1.396  -0.54
107 C -4.909 -5.835 -1.131  -0.49
108 H -3.454 -4.512 -0.380  0.22
109 H -1.820 -6.406 -0.299  0.45
110 H -3.138 -8.609 -1.167  0.42
111 H -5.654 -7.779 -1.786  0.41
112 H -5.711 -5.126 -1.238  0.47
113 N -0.768 1.779 9.192  -0.02
114 C 0.068 0.696 9.242  -0.46
115 C -0.678 -0.420 8.979  -0.38
116 C -2.018 0.006 8.762  -0.41
117 C -2.041 1.367 8.900  -0.48
118 H -0.491 2.730 9.348  0.22
119 H 1.118 0.813 9.452  0.37
120 H -0.306 -1.430 8.939  0.40
121 H -2.863 -0.616 8.524  0.39
122 H -2.848 2.074 8.809  0.38

Output
**LUMO**: 1.7 eV
**Highest occupied orbital energy**: -6.19 eV
**Charge**: -1
**E_tot**: -7207.4280 hartree
**Strongest force on any atom**: 0.0167 hartree/bohr

=====

No. 6
A gas-phase ion, C9H17N2 (charge +1). Source: OMol25; level of theory: the ωB97M-V functional and the def2-TZVPD basis.

Each line ends with the Mulliken charge.
Atoms and positions in Å:
1 C -0.640 -1.570 3.273  -0.68
2 C -1.147 -2.004 2.100  -0.54
3 C -0.439 -2.172 0.846  -0.08
4 N -0.338 -1.291 -0.060  -0.45
5 C -0.792 0.067 -0.081  1.38
6 C -1.525 0.647 1.106  -1.91
7 C -1.571 0.256 -1.397  -1.77
8 N 0.408 0.994 -0.198  -0.12
9 C 1.359 0.853 -1.047  0.81
10 C 2.542 1.819 -0.962  -1.27
11 C 1.548 -0.251 -1.929  -1.12
12 H -1.144 -1.633 4.164  0.36
13 H 0.278 -0.928 3.178  0.25
14 H -2.014 -2.560 1.987  0.43
15 H -0.032 -3.135 0.669  0.51
16 H -1.932 1.563 0.679  0.50
17 H -0.694 0.651 1.875  0.49
18 H -2.370 0.025 1.561  0.33
19 H -1.548 1.224 -1.791  0.50
20 H -2.648 0.153 -1.275  0.44
21 H -1.350 -0.354 -2.226  0.40
22 H 0.341 1.787 0.435  0.37
23 H 3.177 1.380 -0.256  0.36
24 H 2.917 1.963 -1.994  0.38
25 H 2.463 2.915 -0.629  0.39
26 H 2.544 -0.674 -1.879  0.37
27 H 1.360 0.352 -2.958  0.31
28 H 0.852 -1.024 -1.750  0.39

Output
**LUMO**: -3.5 eV
**Highest occupied orbital energy**: -13.04 eV
**Charge**: +1
**ΔE to the lowest compared entry with this formula, charge and spin**: 3.528 eV
**SMILES**: C=C/C=N\C(C)(C)[NH+]=C(C)C
**E_tot**: -462.2934 hartree
**Strongest force on any atom**: 0.0845 hartree/bohr